No. 1
Below is a cluster of 6 separate species, C28H50N6 in total, with properties calculated with ωB97M-V with the def2-TZVPD basis set.

Computed properties:
energy	-1425.2462	a.u.
HOMO level	-0.28778	hartree
gap between HOMO and LUMO	8.6	eV
SMILES string	c1cc[nH]c1.c1cc[nH]c1.c1cc[nH]c1.c1cc[nH]c1.CCN(CC)CC.CCN(CC)CC
energy above the lowest of the compared OMol25 structures with the same formula, charge and spin	3.056	eV

Each line ends with the Löwdin charge.
Atoms and positions in Å:
H -1.588 -3.053 -1.294  0.0826
H 1.480 -4.776 -1.141  0.1182
C -0.093 3.033 -0.276  -0.0784
N -1.177 -1.860 0.461  0.0230
C -2.755 -5.845 -1.579  -0.1501
H 3.710 -3.269 1.368  0.1101
H 2.887 4.794 1.814  0.0731
C 1.386 -5.110 1.307  -0.2281
N 1.819 -3.834 0.662  -0.2104
N -5.251 3.370 -1.639  0.0170
C -1.644 -0.659 0.924  -0.1367
H -3.245 2.859 -1.127  0.0713
C 2.519 -6.132 1.751  -0.0723
C -2.491 -6.585 -3.664  -0.1237
H -0.416 2.012 -0.480  0.0564
C 0.115 3.158 4.345  -0.1009
H 1.495 2.965 -1.848  0.1130
H -1.220 -0.241 1.825  0.0864
N -3.355 -7.066 -1.688  0.0045
H 3.268 -4.379 -0.726  0.1134
H 2.890 -2.075 -1.190  0.0686
C 2.072 -2.766 -1.395  -0.0995
H -0.594 -2.381 1.099  0.1258
C -1.745 -2.121 -0.771  -0.1125
H -2.961 0.838 0.095  0.0846
C -0.378 1.958 3.873  -0.1351
H 2.890 1.825 3.443  0.1025
H 1.984 -2.888 -2.474  0.0708
N 1.824 4.549 -0.503  -0.2183
H 1.822 2.381 -0.216  0.1046
H 3.119 -6.363 0.871  0.0607
H 2.636 -1.920 0.930  0.0983
C -3.431 4.359 -2.802  -0.0909
H 3.648 3.976 -1.016  0.1097
C -3.868 3.470 -1.762  -0.1369
C 1.280 5.503 -1.495  -0.2505
C -4.638 4.709 -3.380  -0.1594
H 0.558 0.263 3.015  0.0687
H -3.605 -8.469 -3.345  0.1050
H -0.386 4.048 4.694  0.0944
C 1.351 3.179 -0.789  -0.2268
H -3.131 -0.939 -1.938  0.0976
H 0.224 7.503 -1.038  0.0627
H 2.243 3.725 4.747  0.1398
C 3.573 4.328 1.106  -0.0824
H -2.463 4.760 -3.063  0.0871
H -2.287 -6.625 -4.724  0.0939
C 0.709 1.256 3.410  -0.1416
H -5.758 2.739 -1.034  0.1383
H -6.816 4.300 -2.863  0.0878
H -2.691 -5.283 -0.659  0.1025
C 1.865 1.927 3.768  -0.1575
H 3.613 5.725 -0.624  0.1112
N 1.546 3.043 4.485  0.0326
H 1.104 -2.327 -1.152  0.0586
H 4.629 4.595 1.136  0.0680
C 3.258 4.735 -0.338  -0.2590
H -0.239 3.124 0.801  0.0673
C -2.285 -5.507 -2.812  -0.1349
H 3.214 -5.592 2.394  0.0466
H 0.452 5.058 -2.046  0.0954
H 0.820 -5.709 0.594  0.0917
H 1.220 -2.348 2.948  0.0589
H -0.842 3.712 -0.683  0.0518
H 1.934 5.909 -2.268  0.1044
C -2.554 -1.033 -1.030  -0.1224
H 0.624 -4.901 2.058  0.0965
C 2.685 -2.899 1.406  -0.2289
C -3.192 -7.543 -2.973  -0.1285
H -1.423 1.691 3.827  0.0997
C -5.760 4.263 -2.639  -0.1040
H 0.397 6.412 0.258  0.0687
H 2.306 -3.766 3.300  0.0536
C 0.902 6.742 -0.650  -0.0857
H -1.774 -4.570 -2.980  0.0831
C 2.227 -2.760 2.887  -0.0705
H 1.878 7.188 -0.460  0.0597
C -2.457 -0.111 -0.018  -0.1338
C 2.214 -4.104 -0.697  -0.2640
H 3.457 3.247 1.177  0.0521
H -4.747 5.282 -4.289  0.0871
H 2.400 -7.066 2.300  0.0658
H -3.891 -7.517 -0.961  0.1465
H 2.901 -2.120 3.457  0.0721

Cartesian forces, eV/Å:
H 0.04 0.21 0.04
H 0.55 -0.40 0.05
C -0.57 -0.47 -0.47
N -0.30 0.54 0.70
C -0.41 0.17 0.22
H 0.45 0.15 0.10
H 0.42 0.29 -0.01
C 0.22 -0.97 0.38
N -1.20 -1.74 1.41
N 1.59 2.50 -2.55
C 1.00 0.01 0.29
H -0.01 0.15 0.15
C 0.92 1.76 0.01
C -0.73 -0.67 -1.11
H -0.20 -0.09 -0.28
C 1.23 0.25 1.85
H -0.32 -0.29 -0.24
H -0.25 -0.04 0.02
N -0.10 -0.65 0.04
H 0.10 -0.83 -0.43
H -0.15 0.01 -0.01
C -0.32 0.17 -1.43
H 0.15 -0.63 -0.88
C 0.01 0.23 0.95
H 0.04 -0.07 -0.19
C -0.55 2.53 0.32
H -0.02 -0.56 0.28
H 0.48 -0.08 -0.22
N -0.66 0.74 -1.38
H 0.93 0.40 0.01
H -0.09 -0.12 -0.16
H 0.08 -0.12 -0.11
C -1.76 -2.29 2.41
H 1.18 0.18 -0.20
C 1.02 0.11 0.03
C -1.18 0.69 0.97
C -2.93 1.04 -0.02
H 0.76 0.05 -0.33
H 0.00 0.05 0.36
H 0.01 -0.21 0.24
C -0.68 0.74 1.16
H -0.03 0.04 0.04
H 0.24 -0.04 -0.75
H -0.56 0.16 -0.17
C 0.81 0.14 -1.39
H 0.04 -0.58 0.15
H 0.15 -0.06 0.11
C 1.36 -1.60 0.08
H 0.20 0.32 -0.16
H 0.16 0.09 0.05
H -0.26 -0.19 0.00
C 0.40 -0.50 -0.23
H -0.26 -0.02 0.16
N -2.66 -0.19 -1.92
H 0.14 0.20 0.43
H 0.13 -0.13 1.25
C -1.32 -1.93 0.50
H 0.79 0.19 0.19
C 0.99 1.03 0.82
H 0.20 0.18 0.12
H -0.22 -0.02 0.27
H -0.14 0.52 -0.49
H -0.05 -0.22 0.09
H 0.19 0.10 -0.45
H 0.74 -0.65 -0.15
C -0.21 -1.39 -2.35
H 0.45 0.04 0.54
C -0.86 -0.55 0.64
C 0.07 0.42 0.11
H 0.09 0.08 -0.18
C 1.80 -1.63 -0.19
H 0.42 -0.06 0.17
H -0.42 0.19 0.42
C -0.30 -0.26 -0.10
H 0.03 -0.14 -0.35
C 0.70 -0.46 -1.07
H -0.28 0.40 0.62
C -0.38 1.06 1.35
C -0.06 2.21 0.15
H 0.10 0.02 0.18
H -0.08 0.28 0.13
H -1.16 0.06 -0.22
H 0.27 0.06 -0.20
H 0.00 0.08 -0.15

***

No. 2
Below is a cluster of 7 separate species, C28H51BrN2O7P in total, with properties calculated with ωB97M-V with the def2-TZVPD basis set.

Computed properties:
energy	-4648.8859	a.u.
total charge	+1
HOMO level	-0.39114	hartree
gap between HOMO and LUMO	8.2	eV
energy above the lowest of the compared OMol25 structures with the same formula, charge and spin	0.000	eV

Each line ends with the Löwdin charge.
Atoms and positions in Å:
H 3.445 -2.563 -10.932  0.0887
H -2.991 2.229 5.544  0.1179
C -1.309 -4.895 5.160  -0.0234
H 3.745 -1.518 -0.692  0.0965
H -4.364 6.395 8.605  0.0908
C -4.557 1.273 3.234  -0.2382
C 2.673 -1.358 -0.803  -0.0166
H -0.592 2.694 5.195  0.1397
H -2.860 -0.116 1.925  0.0636
H 2.226 -2.289 -1.153  0.0859
N -5.017 0.451 2.281  0.1058
Br -1.724 -2.654 1.691  0.3612
C -6.528 2.648 3.104  -0.0449
C -2.313 0.168 2.816  -0.4380
H 2.255 -1.689 -5.454  0.0896
H 6.749 -0.179 -9.009  0.0726
H 8.200 0.106 -8.026  0.0859
H -6.548 0.030 0.975  0.1084
H -4.920 3.012 4.469  0.0764
H -6.210 6.618 6.006  0.0912
C 3.494 -1.158 -9.315  -0.4914
H -4.590 7.319 6.118  0.0902
H 1.851 -2.092 -10.324  0.0868
O 1.487 0.100 0.658  0.0302
C -5.283 2.374 3.681  -0.0085
H 4.185 -0.001 -10.982  0.0928
C -2.392 -4.522 6.148  -0.5028
H -3.365 -6.417 6.380  0.0888
C 7.428 1.841 -9.029  -0.5078
H 1.747 -2.879 1.425  0.0837
C 3.587 0.137 -10.080  -0.0168
O -4.252 4.264 6.379  0.0398
C 2.070 -0.958 0.510  -0.4850
H 3.268 -2.086 1.889  0.0930
H 4.052 0.899 -9.461  0.0771
H 2.501 -0.579 -1.542  0.0853
H -1.681 -5.648 4.464  0.0921
H 7.508 3.161 -7.340  0.0835
C -6.201 0.712 1.738  -0.1140
H 2.590 0.469 -10.375  0.0873
H 3.842 -2.145 -6.082  0.0590
H -2.721 2.974 3.990  0.1239
H -2.131 -6.074 7.601  0.0880
O 3.601 -3.431 -3.284  0.0492
H -4.591 4.647 8.834  0.0841
H 1.731 -1.502 2.535  0.0483
H 0.467 2.007 3.211  0.1874
C 7.237 0.517 -8.332  -0.0247
C -4.727 5.295 6.806  -0.4868
H -0.448 -5.304 5.689  0.0902
H 2.562 -5.361 -4.497  0.0798
O -0.266 -1.306 4.002  -0.3749
H -1.004 -4.013 4.600  0.0237
O -2.802 -3.387 6.244  0.0290
H -0.258 0.196 2.137  0.0682
H -7.953 1.973 1.628  0.1033
H 8.169 3.836 -8.846  0.0811
C -2.543 2.065 4.571  -0.1298
H -4.953 6.129 4.850  0.0787
P -1.856 -1.496 3.590  0.6212
H 3.723 -1.260 -4.549  0.0810
C 8.093 2.940 -8.235  -0.0253
C -5.146 6.411 5.883  -0.0151
C -1.045 1.872 4.648  -0.1014
H 2.868 -3.200 -9.378  0.0777
N -0.551 1.962 3.242  0.0840
O 3.903 -1.253 -8.178  0.0465
H -3.700 -5.244 7.671  0.0832
O 7.062 2.014 -10.168  0.0648
C 2.874 -2.332 -10.032  -0.0179
H -0.762 0.936 5.109  0.1189
H -0.882 2.860 2.892  0.1761
H -0.248 -1.279 4.967  0.0538
C -2.934 -5.635 7.007  -0.0202
H -5.984 5.693 8.490  0.0918
C 3.181 -3.317 -4.414  -0.4985
C 3.257 -2.019 -5.174  -0.0246
C -3.216 0.894 3.832  -0.2701
H 9.092 2.628 -7.927  0.0847
C -1.063 0.893 2.315  -0.1253
H 3.120 -4.701 -6.050  0.0853
C -6.999 1.807 2.102  -0.0494
H 6.611 0.647 -7.447  0.0863
H -3.463 0.152 4.600  0.1233
C 2.557 -4.485 -5.140  -0.0215
H -1.239 1.375 1.359  0.1413
C -4.928 5.519 8.280  -0.0150
H -7.103 3.502 3.430  0.1075
C 2.213 -1.922 1.661  -0.0226
H 1.530 -4.246 -5.419  0.0842

Cartesian forces, eV/Å:
H -0.06 0.05 -0.06
H 0.07 0.02 0.15
C -0.07 0.22 0.06
H -0.01 -0.15 -0.01
H -0.08 0.06 0.00
C -0.39 0.11 -0.32
C -0.14 0.24 -0.06
H 0.16 -0.02 0.08
H -0.41 0.07 0.08
H 0.13 -0.08 0.02
N -0.10 0.26 0.10
Br 0.39 0.01 -0.02
C 0.41 -0.52 -0.25
C 1.06 -0.28 0.39
H 0.01 -0.04 -0.13
H -0.01 -0.02 0.02
H -0.01 0.05 0.11
H 0.03 -0.12 -0.08
H 0.12 0.08 0.13
H 0.01 0.08 0.06
C 0.02 0.07 -0.06
H -0.08 0.04 0.05
H 0.02 0.02 -0.10
O -0.03 0.08 0.07
C -0.41 -0.07 -0.28
H -0.06 0.00 -0.05
C -0.03 -0.06 -0.01
H 0.08 -0.06 0.01
C 0.02 -0.02 0.04
H 0.11 -0.04 -0.07
C 0.06 0.03 0.17
O 0.07 -0.03 -0.08
C 0.03 -0.07 0.03
H 0.02 -0.12 -0.13
H 0.01 0.00 -0.01
H 0.01 0.00 0.00
H 0.05 -0.07 0.04
H 0.06 -0.05 0.06
C -0.28 0.56 0.26
H 0.01 -0.04 -0.10
H -0.11 0.01 -0.12
H -0.04 0.21 0.15
H 0.01 -0.08 -0.06
O -0.04 0.05 0.05
H 0.00 0.00 0.00
H -0.09 -0.01 0.13
H 0.05 -0.23 -0.10
C -0.10 -0.03 -0.18
C -0.04 0.05 0.06
H -0.02 -0.10 -0.04
H 0.00 0.00 0.00
O -0.03 0.46 -0.12
H 0.03 -0.08 0.00
O 0.15 0.01 0.05
H 0.33 -0.06 0.03
H -0.05 0.00 -0.07
H 0.00 0.00 -0.01
C -0.13 -0.23 -0.71
H 0.00 0.00 0.00
P -0.99 -0.09 -0.01
H -0.01 0.00 0.01
C -0.03 0.08 -0.17
C 0.07 -0.16 -0.13
C -0.45 0.55 0.34
H 0.00 0.00 0.00
N 0.24 -0.01 0.12
O 0.02 -0.01 -0.07
H 0.00 0.00 0.00
O -0.05 0.01 -0.02
C 0.04 -0.07 0.18
H 0.22 -0.17 -0.19
H 0.04 0.09 -0.01
H 0.22 -0.39 0.08
C -0.11 0.15 0.04
H 0.01 0.10 0.00
C -0.03 -0.02 -0.06
C 0.12 0.03 0.38
C -0.22 0.00 0.20
H -0.03 -0.02 0.09
C -0.37 -0.12 -0.45
H -0.06 0.05 -0.06
C 0.55 -0.23 0.30
H 0.08 -0.03 0.07
H -0.02 -0.05 0.08
C 0.05 -0.08 0.17
H -0.06 0.17 -0.04
C 0.09 -0.19 -0.01
H -0.05 0.05 0.04
C -0.01 0.17 0.07
H 0.02 0.02 -0.10